(i)
{"formula": "C5H12NS2", "method": "the ωB97M-V functional and the def2-TZVPD basis", "elements": ["C", "C", "C", "C", "C", "N", "S", "S", "H", "H", "H", "H", "H", "H", "H", "H", "H", "H", "H", "H"], "xyz": [[0.35338, 0.99132, -0.92840], [-0.70182, 1.62787, 0.00985], [0.68083, -0.42041, 0.89627], [1.15623, -1.43110, 1.83324], [2.24707, -0.50373, -1.01966], [1.08497, -0.04566, -0.25063], [-0.83811, 0.20907, 1.30437], [-4.19859, 0.05016, -0.63159], [-0.06067, 0.53233, -1.80816], [1.04559, 1.70646, -1.27508], [-0.30597, 2.40408, 0.64622], [-1.70660, 1.73292, -0.54253], [0.35931, -1.68527, 2.58342], [1.96587, -1.10842, 2.37677], [1.32466, -2.31795, 1.42739], [1.91610, -0.55537, -1.98737], [3.10023, 0.12064, -1.04378], [2.61095, -1.54508, -0.76626], [-5.16545, -0.76890, -0.83810], [-4.86798, 1.00705, 0.01402]], "e_homo_ev": [-10.05, -12.85], "lumo_energy_ev": [-3.04, -7.64], "charge": 1, "spin_multiplicity": 3, "orbital_gap_ev": [7.0, 5.2]}


(ii)
{"formula": "C5H12NS2", "method": "the ωB97M-V functional and the def2-TZVPD basis", "elements": ["C", "C", "C", "C", "C", "N", "S", "S", "H", "H", "H", "H", "H", "H", "H", "H", "H", "H", "H", "H"], "xyz": [[0.10110, -0.00689, -0.17695], [0.46065, 1.20008, -0.88916], [-2.00639, -0.80462, 1.76096], [-0.23841, 2.49397, -0.63357], [0.52363, -2.29467, 0.28438], [1.18937, -1.06396, 0.08532], [-0.67862, -0.11391, -1.70933], [2.06116, 1.49389, -1.64440], [-1.75046, -1.92408, 1.91568], [-2.84138, -0.50371, 1.04449], [-1.66408, -0.12198, 2.64771], [-0.70738, 2.80501, -1.56683], [0.50541, 3.25815, -0.15072], [-1.22014, 2.47590, -0.05201], [-0.36187, -2.10644, 1.00471], [-0.04612, -2.69359, -0.67683], [1.22525, -3.02363, 0.62934], [1.69324, -1.11353, -0.81935], [1.79523, -0.69752, 0.72957], [1.95981, 2.74153, -1.78301]], "e_homo_ev": [-11.92, -13.75], "lumo_energy_ev": [-3.27, -5.87], "charge": 1, "spin_multiplicity": 3, "orbital_gap_ev": [8.7, 7.9]}


Which of the structures shown above is the most stable? The most stable is (i).